[1]
Computed, not measured: C27H46BrNOP2SSn as an isolated structure, with wB97M-V/def2-TZVPD.

Calculated values
Calculated total energy ... -137526.6829 eV
Orbital gap (alpha / beta) ... 0.1927 / 0.2146 Eh
Energy relative to the best compared isomer or geometry (same formula, charge and spin) ... 0.0 kJ/mol
Charge ... +4

Geometry (Å):
N -5.383 4.841 -3.494
C -5.307 5.405 -2.284
C -4.371 5.010 -1.329
C -3.396 4.029 -1.667
C -3.544 3.421 -2.947
C -4.537 3.866 -3.820
C -2.344 3.615 -0.785
Sn 0.325 3.666 0.007
P 4.756 0.095 0.358
C -1.241 2.836 -1.324
C -1.073 1.410 -1.027
C -0.080 0.690 -1.723
C 0.131 -0.632 -1.482
C -0.419 -1.273 -0.251
C -1.519 -0.487 0.364
C -1.840 0.775 -0.041
Br 1.144 -1.172 1.057
H -2.498 3.783 0.291
H -0.942 3.131 -2.348
H -4.388 5.499 -0.355
H -2.872 2.631 -3.268
H -6.032 6.203 -2.084
H -4.622 3.409 -4.814
H 0.521 1.225 -2.476
H -2.681 1.285 0.412
H 0.795 -1.230 -2.105
H -2.034 -0.913 1.223
P -1.085 -2.962 -0.420
C 3.816 1.612 0.689
C 4.807 2.778 0.562
H 3.397 1.512 1.700
H 2.997 1.651 -0.046
H 4.383 3.679 1.006
H 5.748 2.546 1.077
H 5.034 2.981 -0.489
C 4.025 -0.698 -1.122
C 4.881 -1.832 -1.691
H 3.887 0.103 -1.862
H 3.035 -1.049 -0.802
H 4.511 -2.108 -2.684
H 5.927 -1.524 -1.790
H 4.846 -2.723 -1.055
C 4.398 -1.172 1.640
C 5.449 -1.382 2.733
H 4.230 -2.126 1.113
H 3.438 -0.876 2.085
H 5.083 -2.141 3.435
H 6.393 -1.741 2.311
H 5.632 -0.463 3.299
C -0.998 -3.506 1.292
C -1.453 -4.932 1.542
H -1.558 -2.805 1.921
H 0.049 -3.372 1.596
H -2.525 -4.962 1.774
H -1.240 -5.573 0.680
H -0.892 -5.338 2.392
C 0.012 -3.885 -1.491
C -0.224 -3.647 -2.985
H -0.158 -4.948 -1.224
H 1.044 -3.629 -1.191
H -1.183 -4.065 -3.296
H -0.203 -2.589 -3.259
H 0.549 -4.169 -3.553
C -2.744 -2.993 -1.125
C -3.974 -2.936 -0.224
H -2.776 -3.909 -1.732
H -2.765 -2.155 -1.836
H -4.809 -2.522 -0.804
H -4.274 -3.942 0.093
H -3.835 -2.319 0.670
C -0.753 3.591 4.207
S 0.106 2.412 3.179
C -0.789 0.906 3.583
O -0.507 2.777 1.758
H -0.843 3.141 5.197
H -1.722 3.860 3.778
H -0.110 4.474 4.264
H -1.818 0.955 3.217
H -0.248 0.070 3.126
H -0.739 0.831 4.671

=====

[2]
Computed, not measured: C27H46ClF3N2O8P2V as an isolated structure, with wB97M-V/def2-TZVPD.

Calculated values
Calculated total energy ... -113026.1957 eV
Orbital gap ... 0.2055 Eh
Charge ... +3

Geometry (Å):
V 0.365 0.182 1.703
N 0.778 1.740 3.231
C 2.013 2.570 3.241
C 3.217 1.723 3.580
C 3.473 0.658 2.541
N 2.362 -0.335 2.486
H -0.031 2.357 3.145
H 0.666 1.275 4.133
H 1.887 3.381 3.959
H 2.131 3.007 2.251
H 3.099 1.270 4.571
H 4.093 2.369 3.646
H 4.390 0.112 2.765
H 3.576 1.094 1.547
H 2.171 -0.701 3.422
H 2.668 -1.136 1.943
C 0.054 4.884 1.256
C -0.849 3.826 0.670
C -2.173 4.367 0.206
O -0.167 3.221 -0.528
P 0.879 2.125 -0.751
O 1.210 1.299 0.547
C 0.159 0.902 -1.829
P -1.364 0.254 -1.085
O -1.139 0.262 0.438
O -2.532 1.202 -1.386
C -3.368 1.132 -2.655
C -3.548 2.548 -3.133
C -4.644 0.414 -2.312
O -1.693 -1.092 -1.717
C -0.906 -2.324 -2.071
C -0.647 -2.275 -3.556
C -1.746 -3.491 -1.626
O 2.211 2.680 -1.223
C 2.560 3.792 -2.217
C 2.370 5.124 -1.549
C 1.767 3.588 -3.480
H -0.321 5.168 2.240
H 0.053 5.780 0.636
H 1.085 4.547 1.357
H -1.008 2.985 1.351
H -2.024 5.068 -0.616
H -2.631 4.911 1.032
H -2.845 3.576 -0.105
H 0.885 0.092 -1.949
H -0.070 1.331 -2.807
H -2.777 0.556 -3.372
H -4.211 3.104 -2.472
H -4.002 2.528 -4.124
H -2.595 3.072 -3.209
H -5.199 0.964 -1.551
H -4.459 -0.598 -1.958
H -5.264 0.355 -3.207
H 0.024 -2.265 -1.502
H -1.587 -2.237 -4.106
H -0.118 -3.180 -3.856
H -0.031 -1.422 -3.844
H -2.681 -3.522 -2.185
H -1.977 -3.433 -0.562
H -1.202 -4.416 -1.818
H 3.614 3.582 -2.377
H 1.316 5.374 -1.435
H 2.830 5.883 -2.184
H 2.868 5.162 -0.580
H 0.698 3.751 -3.311
H 1.936 2.602 -3.913
H 2.088 4.327 -4.214
Cl 0.427 -0.912 5.533
C -1.006 -1.778 4.928
C -1.387 -1.460 3.512
O -2.207 -1.995 2.869
O -0.650 -0.366 2.948
H -1.853 -1.526 5.566
H -0.823 -2.849 4.987
F 0.406 -8.527 -1.535
C 0.753 -8.375 -0.250
F 1.968 -8.899 -0.084
F -0.112 -9.054 0.500
C 0.748 -6.897 0.098
C -0.375 -6.328 0.683
C -0.400 -4.970 0.932
C 0.717 -4.187 0.607
C 1.852 -4.776 0.024
C 1.861 -6.131 -0.231
C 0.715 -2.797 0.866
C 0.732 -1.594 1.095
H -1.221 -6.951 0.942
H -1.271 -4.506 1.376
H 2.713 -4.165 -0.215
H 2.728 -6.603 -0.671

=====

[3]
Computed, not measured: a 11-piece molecular cluster, C27H46FN11O3S overall, with wB97M-V/def2-TZVPD.

Calculated values
Calculated total energy ... -64825.0496 eV
Orbital gap ... 0.3333 Eh
Energy relative to the best compared isomer or geometry (same formula, charge and spin) ... 268.7 kJ/mol
Charge ... 0

Geometry (Å):
C 0.495 3.167 0.064
C -0.571 3.444 -1.080
O -0.406 2.653 -2.262
C -0.509 1.243 -1.995
C 0.982 0.639 -2.012
C 1.140 -0.620 -2.968
C 1.517 -0.068 -4.416
C 3.110 0.155 -4.456
N 3.351 1.390 -5.266
S 4.263 2.569 -4.441
O 3.997 2.645 -2.985
O 3.880 3.892 -5.042
F 5.909 2.415 -4.677
H 0.138 2.465 0.871
H 1.469 2.726 -0.327
H 0.795 4.149 0.554
H -1.604 3.399 -0.622
H -0.425 4.522 -1.404
H -1.042 0.744 -2.872
H -1.069 1.001 -1.050
H 1.649 1.465 -2.421
H 1.265 0.450 -0.937
H 1.936 -1.304 -2.528
H 0.163 -1.199 -2.967
H 1.150 -0.800 -5.186
H 1.057 0.956 -4.502
H 3.496 0.201 -3.401
H 3.543 -0.783 -4.919
H 3.790 1.117 -6.159
C -2.404 -0.254 1.842
C -1.661 -0.881 0.712
N -1.080 -1.368 -0.169
H -1.879 0.640 2.179
H -3.407 0.022 1.517
H -2.480 -0.958 2.670
C 8.099 4.543 -4.192
C 9.493 4.586 -3.663
N 10.578 4.619 -3.251
H 7.476 3.928 -3.544
H 7.687 5.551 -4.232
H 8.097 4.117 -5.196
C -2.878 -2.244 6.093
C -3.762 -2.135 4.897
N -4.452 -2.049 3.965
H -2.689 -1.253 6.507
H -3.357 -2.862 6.852
H -1.930 -2.697 5.812
C 2.978 4.943 -8.196
C 1.684 5.034 -8.930
N 0.676 5.106 -9.502
H 2.806 4.576 -7.183
H 3.650 4.258 -8.713
H 3.444 5.927 -8.143
C -1.504 -4.627 9.270
C -0.923 -3.776 8.193
N -0.470 -3.114 7.353
H -0.704 -5.081 9.854
H -2.125 -4.019 9.928
H -2.116 -5.415 8.831
C -2.658 -3.662 -3.025
C -2.059 -2.834 -4.110
N -1.593 -2.187 -4.954
H -1.867 -4.127 -2.436
H -3.265 -3.033 -2.372
H -3.287 -4.440 -3.457
C -1.128 7.556 -2.621
C -1.818 6.855 -1.501
N -2.355 6.307 -0.630
H -0.212 8.023 -2.257
H -0.877 6.842 -3.405
H -1.781 8.326 -3.033
C -8.095 -1.627 3.976
C -9.260 -0.715 3.795
N -10.168 -0.005 3.655
H -7.856 -1.718 5.035
H -8.332 -2.614 3.578
H -7.227 -1.230 3.448
C 0.018 -8.078 10.859
C -1.283 -8.029 10.133
N -2.296 -7.992 9.567
H -0.134 -8.468 11.866
H 0.715 -8.725 10.327
H 0.443 -7.076 10.926
C 0.870 -3.897 0.354
C 1.280 -4.742 1.512
N 1.600 -5.400 2.414
H 1.744 -3.409 -0.077
H 0.397 -4.517 -0.408
H 0.164 -3.136 0.682

=====

[4]
Computed, not measured: C27H46FN3O6P2S2SiTi as an isolated structure, with wB97M-V/def2-TZVPD.

Calculated values
Multiplicity ... 2
Calculated total energy ... -119454.4045 eV
Orbital gap (alpha / beta) ... 0.2475 / 0.2542 Eh
Energy relative to the best compared isomer or geometry (same formula, charge and spin) ... 221.6 kJ/mol
⟨S²⟩ ... 0.75
Charge ... +1

Geometry (Å):
Ti -1.868 -0.351 -0.808
C -2.776 -3.731 0.338
P -1.437 -2.853 -0.718
C -1.731 -3.496 -2.402
C -0.014 -3.944 -0.157
C 0.813 -3.256 0.905
P 2.257 -4.114 1.600
C 2.912 -2.757 2.643
C 1.609 -5.277 2.835
H -3.357 -4.501 -0.220
H -3.501 -2.904 0.624
H -2.374 -4.085 1.244
H -1.558 -4.597 -2.375
H -1.052 -3.079 -3.214
H -2.705 -3.374 -2.750
H 0.618 -4.162 -1.026
H -0.445 -4.869 0.224
H 0.170 -3.161 1.816
H 1.134 -2.204 0.633
H 2.119 -2.247 3.189
H 3.457 -2.002 2.091
H 3.647 -3.117 3.320
H 1.079 -4.675 3.554
H 2.401 -5.721 3.378
H 0.877 -5.969 2.402
C -3.043 2.354 -3.307
Si -2.551 0.644 -4.033
C -4.059 -0.409 -4.060
C -1.808 0.777 -5.771
N -1.478 -0.150 -2.746
C -0.155 -0.382 -3.073
C 0.236 -0.793 -4.353
C 1.568 -0.952 -4.706
C 2.569 -0.624 -3.765
C 2.195 -0.174 -2.473
C 0.898 -0.118 -2.131
F 0.476 0.212 -0.897
H -2.613 3.161 -3.925
H -2.623 2.362 -2.270
H -4.155 2.432 -3.389
H -3.932 -1.459 -3.798
H -4.509 -0.506 -5.111
H -4.816 0.076 -3.413
H -0.801 1.072 -5.675
H -2.364 1.502 -6.374
H -1.893 -0.157 -6.304
H -0.633 -0.998 -4.979
H 1.859 -1.265 -5.696
H 3.642 -0.618 -3.999
H 3.001 0.001 -1.747
O -5.563 -0.857 1.001
S -4.711 0.264 0.599
O -5.209 1.338 -0.213
O -3.605 -0.560 -0.233
C -4.109 0.869 2.130
C -5.066 0.993 3.166
C -4.691 1.389 4.488
C -3.384 1.721 4.665
C -2.406 1.617 3.676
C -2.793 1.208 2.395
S -1.408 1.121 1.252
O -1.931 1.537 -0.083
O -0.278 1.907 1.795
O -1.112 -0.383 1.259
H -6.076 0.574 3.000
H -5.432 1.462 5.311
H -3.064 2.052 5.648
H -1.347 1.818 3.839
C 5.142 4.366 1.693
C 5.301 3.286 0.621
N 4.253 2.205 0.728
C 4.405 1.578 2.159
C 4.393 2.629 3.224
N 3.983 3.965 2.613
C 2.702 3.836 1.746
C 2.920 2.801 0.687
H 4.944 5.372 1.268
H 6.068 4.348 2.300
H 6.279 2.843 0.803
H 5.450 3.645 -0.413
H 5.369 0.985 2.280
H 3.540 0.896 2.251
H 5.328 2.747 3.827
H 3.547 2.449 3.911
H 3.791 4.604 3.383
H 2.539 4.828 1.309
H 1.924 3.564 2.487
H 2.942 3.364 -0.245
H 2.083 2.074 0.538

=====

[5]
Computed, not measured: C27H46N13PS3Ti as an isolated structure, with wB97M-V/def2-TZVPD.

Calculated values
Multiplicity ... 3
Calculated total energy ... -113030.3357 eV
Orbital gap (alpha / beta) ... 0.1840 / 0.2628 Eh
Energy relative to the best compared isomer or geometry (same formula, charge and spin) ... 94.9 kJ/mol
⟨S²⟩ ... 2.02
Charge ... 0

Geometry (Å):
Ti 0.573 1.857 0.758
N 0.891 4.094 5.359
C 1.473 3.436 4.262
S 2.443 2.051 4.668
N 1.130 3.935 3.120
N 1.566 3.198 2.010
C 2.758 3.523 1.521
C 3.282 2.771 0.450
C 4.499 3.087 -0.203
C 4.957 2.292 -1.209
C 4.201 1.158 -1.596
C 3.023 0.921 -0.945
N 2.546 1.673 0.056
H 1.445 4.004 6.201
H 0.631 5.040 5.132
H 3.326 4.334 1.971
H 5.040 3.966 0.112
H 5.881 2.530 -1.713
H 4.525 0.502 -2.387
H 2.386 0.082 -1.231
N 0.396 0.728 2.771
N -0.481 1.274 3.748
C -1.345 2.258 3.386
N -1.871 2.957 4.412
S -1.795 2.585 1.787
H 0.209 -0.282 2.663
H 1.364 0.873 3.200
H 0.028 1.406 4.642
H -1.324 3.041 5.261
H -2.408 3.774 4.147
S 0.329 3.514 -1.172
C -1.314 3.326 -1.489
N -1.862 2.069 -1.455
C -3.194 1.825 -1.581
C -4.039 2.862 -1.854
C -3.408 4.122 -1.987
N -2.120 4.359 -1.824
H -1.214 1.283 -1.141
H -3.506 0.795 -1.470
H -5.100 2.726 -1.961
H -4.011 4.987 -2.244
N -0.216 0.335 -0.089
P -0.280 -1.140 -0.557
N 0.770 -2.144 0.242
C 0.494 -3.585 0.258
C 1.775 -4.356 0.533
C 2.340 -4.003 1.910
C 2.105 -2.521 2.236
C 1.965 -1.712 0.957
N -0.038 -1.411 -2.183
C -0.684 -0.474 -3.098
C -0.636 -1.021 -4.514
C 0.811 -1.106 -5.009
C 1.775 -1.325 -3.841
C 1.118 -2.125 -2.727
N -1.808 -1.761 -0.292
C -2.501 -2.757 -1.084
C -3.916 -2.272 -1.388
C -4.612 -1.756 -0.115
C -3.790 -2.063 1.130
C -2.382 -1.489 1.024
H 0.062 -3.894 -0.697
H -0.250 -3.820 1.033
H 2.502 -4.111 -0.246
H 1.582 -5.427 0.456
H 3.407 -4.228 1.933
H 1.872 -4.627 2.672
H 2.913 -2.119 2.846
H 1.184 -2.411 2.816
H 2.865 -1.843 0.338
H 1.889 -0.631 1.155
H -0.206 0.513 -3.047
H -1.722 -0.348 -2.781
H -1.233 -0.392 -5.176
H -1.098 -2.009 -4.513
H 1.081 -0.187 -5.528
H 0.903 -1.916 -5.736
H 2.096 -0.362 -3.440
H 2.674 -1.844 -4.177
H 1.826 -2.318 -1.920
H 0.807 -3.104 -3.119
H -2.533 -3.719 -0.556
H -1.942 -2.918 -2.006
H -4.491 -3.077 -1.847
H -3.848 -1.470 -2.128
H -5.603 -2.200 -0.018
H -4.767 -0.678 -0.177
H -3.750 -3.144 1.283
H -4.267 -1.642 2.017
H -1.748 -1.917 1.814
H -2.400 -0.406 1.182